No. 1
# C41H48ClN2O7PS2

A cluster of 2 separate species, C41H48ClN2O7PS2 in total at a distorted geometry (ωB97M-V/def2-TZVPD, the Open Molecules 2025 dataset).

Calculated values
SMILES: [H]/N=C(/C)Cc1c(CCCCS(=O)(=O)Cl)c2c(c(OC[C@@H](C)CC(C)C)c1NCCC)C(=O)C([PH2]=S)=CC2=O.O=C1c2ccccc2C(=O)c2ccccc21
HOMO-LUMO gap: 7.2 eV
LUMO: -1.570 eV

The geometry in ORCA input format:
```
! wB97M-V def2-TZVPD RIJCOSX def2/J DEFGRID3
* xyz 0 1
H -0.13 0.81 -4.98
N 0.79 0.42 -5.20
C 0.97 -0.67 -4.59
C 2.27 -1.37 -4.77
C -0.07 -1.34 -3.70
C -0.86 -0.38 -2.85
C -2.09 0.16 -3.32
C -2.65 -0.32 -4.65
C -3.84 -1.26 -4.45
C -3.48 -2.63 -3.83
C -3.73 -3.79 -4.79
S -5.48 -4.15 -4.92
O -6.23 -3.31 -4.05
O -5.65 -5.56 -4.82
Cl -5.94 -3.55 -6.82
C -2.77 1.12 -2.52
C -2.27 1.45 -1.23
C -1.10 0.83 -0.76
O -0.61 1.08 0.49
C -1.30 0.38 1.54
C -0.86 -1.07 1.68
C 0.27 -1.19 2.70
C -2.07 -1.96 2.04
C -2.07 -3.31 1.31
C -2.54 -3.13 -0.15
C -0.75 -4.06 1.35
C -0.36 -0.04 -1.58
N 0.86 -0.54 -1.10
C 1.89 0.43 -0.70
C 2.27 1.45 -1.77
C 2.98 2.63 -1.10
C -2.97 2.47 -0.40
O -2.58 2.82 0.69
C -4.19 3.10 -0.91
P -5.03 4.32 0.13
S -6.13 5.58 -0.88
C -4.64 2.80 -2.12
C -3.99 1.82 -3.00
O -4.51 1.66 -4.07
H 2.14 -2.27 -5.37
H 2.94 -0.72 -5.31
H 2.73 -1.62 -3.81
H -0.73 -1.90 -4.35
H 0.42 -2.10 -3.10
H -1.90 -0.78 -5.27
H -3.00 0.56 -5.19
H -4.31 -1.42 -5.41
H -4.61 -0.81 -3.83
H -2.46 -2.67 -3.46
H -4.12 -2.78 -2.97
H -3.36 -3.52 -5.77
H -3.28 -4.71 -4.44
H -2.37 0.46 1.36
H -1.10 0.94 2.45
H -0.49 -1.43 0.72
H 0.26 -0.37 3.41
H 1.25 -1.18 2.23
H 0.22 -2.11 3.29
H -2.12 -2.12 3.11
H -3.00 -1.46 1.75
H -2.83 -3.93 1.79
H -1.69 -2.92 -0.80
H -2.98 -4.06 -0.51
H -3.27 -2.34 -0.23
H -0.05 -3.72 0.59
H -0.93 -5.12 1.22
H -0.26 -3.97 2.32
H 1.26 -1.21 -1.73
H 2.78 -0.15 -0.47
H 1.62 0.95 0.21
H 2.94 1.04 -2.52
H 1.40 1.85 -2.29
H 3.36 3.34 -1.82
H 3.75 2.30 -0.41
H 2.24 3.17 -0.50
H -4.00 4.98 0.81
H -5.74 3.55 1.06
H -5.51 3.31 -2.51
O 5.61 2.83 7.47
C 5.21 2.37 6.42
C 6.05 1.43 5.63
C 7.30 1.06 6.11
C 8.08 0.16 5.41
C 7.62 -0.37 4.21
C 6.38 0.00 3.71
C 5.60 0.90 4.42
C 4.28 1.31 3.86
O 3.89 0.89 2.78
C 3.43 2.23 4.66
C 2.17 2.59 4.18
C 1.36 3.42 4.92
C 1.79 3.90 6.16
C 3.04 3.55 6.64
C 3.86 2.72 5.89
H 7.65 1.48 7.05
H 9.05 -0.12 5.79
H 8.23 -1.08 3.66
H 6.02 -0.41 2.78
H 1.85 2.21 3.22
H 0.38 3.70 4.54
H 1.15 4.55 6.74
H 3.38 3.93 7.59
*
```

Atom charges from the Mulliken analysis, given in e for atoms 1 to 99: H 0.2976; N -0.8220; C 0.7973; C -1.4902; C -2.3091; C 0.9396; C 0.8607; C -2.1239; C -0.2024; C -0.3801; C -1.2263; S 1.1132; O -0.5135; O -0.5714; Cl -0.2102; C 0.5985; C -0.3336; C 0.1138; O -0.6058; C -1.6248; C 3.2494; C -1.9575; C -1.6357; C 0.4180; C -1.0889; C -1.5015; C -0.3232; N 0.2354; C -0.6743; C 0.1727; C -1.5575; C 0.2596; O -0.5901; C 0.5409; P 0.2597; S -0.4089; C -0.8031; C 0.5884; O -0.5966; H 0.3609; H 0.4069; H 0.3432; H 0.8279; H 0.5237; H 0.4037; H 0.6945; H 0.6043; H 0.2848; H 0.0095; H 0.4794; H 0.5027; H 0.4840; H 0.2367; H 0.5266; H -1.0143; H 0.3801; H 0.3451; H 0.5085; H 0.2958; H 0.4475; H 0.6081; H -0.1413; H 0.5755; H 0.3734; H 0.2435; H 0.4054; H 0.3501; H 0.4614; H 0.8154; H -0.3067; H 0.3017; H 0.1059; H 0.4520; H 0.3142; H 0.3408; H 0.0837; H 0.1133; H 0.3739; O -0.6732; C 0.5111; C 0.2054; C -0.5722; C -0.4915; C -0.5039; C -0.5085; C 0.1693; C 0.4567; O -0.6863; C -0.0278; C -0.3293; C -0.7629; C -0.4548; C -0.7713; C 0.4420; H 0.4801; H 0.3968; H 0.4124; H 0.4665; H 0.8694


No. 2
# C13H12O6

The molecule C13H12O6 at a distorted geometry (ωB97M-V/def2-TZVPD, the Open Molecules 2025 dataset).

Calculated values
SMILES: COC(=O)c1ccc(Cc2ccc(C(=O)OC)o2)o1
HOMO-LUMO gap: 9.6 eV
LUMO: 0.679 eV

The geometry in ORCA input format:
```
! wB97M-V def2-TZVPD RIJCOSX def2/J DEFGRID3
* xyz 0 1
C 0.83 1.43 6.30
O 0.97 0.92 4.98
C -0.16 0.43 4.43
O -1.22 0.40 5.00
C 0.10 -0.06 3.07
C 1.26 -0.10 2.33
C 0.91 -0.68 1.10
C -0.43 -0.96 1.17
C -1.37 -1.58 0.18
C -0.87 -1.40 -1.21
C -0.25 -2.27 -2.07
C 0.03 -1.54 -3.24
C -0.44 -0.27 -3.02
C -0.44 0.92 -3.87
O -0.88 2.00 -3.57
O 0.14 0.65 -5.06
C 0.20 1.74 -5.96
O -0.98 -0.19 -1.78
O -0.92 -0.58 2.36
H 1.83 1.72 6.61
H 0.43 0.66 6.96
H 0.16 2.29 6.31
H 2.22 0.25 2.65
H 1.56 -0.87 0.27
H -2.34 -1.10 0.29
H -1.47 -2.64 0.39
H -0.03 -3.30 -1.88
H 0.50 -1.89 -4.14
H 0.68 1.36 -6.86
H 0.78 2.56 -5.54
H -0.80 2.11 -6.19
*
```

For each atom in turn, the Mulliken charge in e is: C -0.6388; O -0.2969; C 0.2289; O -0.5983; C 0.4018; C -0.5521; C -0.4036; C 0.3471; C -0.6012; C 0.4172; C -0.8326; C -0.1125; C 0.3154; C 0.2564; O -0.5908; O -0.3014; C -0.6346; O -0.3234; O -0.3688; H 0.2244; H 0.2929; H 0.2895; H 0.5264; H 0.5558; H 0.2748; H 0.2944; H 0.4850; H 0.5383; H 0.2257; H 0.2897; H 0.2916


No. 3
# H22O11

A cluster of 11 separate species, H22O11 in total at a distorted geometry (ωB97M-V/def2-TZVPD, the Open Molecules 2025 dataset).

Calculated values
relative energy (zero: lowest compared OMol25 entry of this formula, charge and spin): 120.8 kcal/mol
SMILES: O.O.O.O.O.O.O.O.O.O.O
HOMO-LUMO gap: 10.9 eV
LUMO: -0.082 eV

The geometry in ORCA input format:
```
! wB97M-V def2-TZVPD RIJCOSX def2/J DEFGRID3
* xyz 0 1
O 1.89 0.86 -3.51
H 1.10 1.39 -3.84
H 2.10 1.70 -2.95
O -1.45 0.63 -3.21
H -0.59 1.10 -3.44
H -1.81 1.27 -2.61
O -2.32 1.50 1.84
H -1.82 0.91 1.40
H -3.10 1.73 1.65
O 2.52 4.70 -1.09
H 2.39 4.96 -0.28
H 2.79 3.75 -1.15
O -0.58 -3.94 -1.55
H -1.26 -4.26 -2.06
H -0.94 -3.42 -0.81
O 0.40 -0.69 0.09
H -0.46 -0.49 -0.22
H 1.03 -1.07 -0.77
O 0.40 -0.70 3.65
H 0.68 -1.55 3.40
H 0.33 -0.86 4.64
O -0.07 1.76 0.62
H 0.13 2.30 1.43
H 0.28 0.89 0.73
O 0.67 -3.82 2.17
H 0.91 -4.16 1.22
H -0.29 -4.07 2.41
O -1.71 -3.20 3.00
H -1.60 -2.33 2.74
H -2.10 -3.83 2.42
O 1.01 2.87 -2.26
H 1.14 3.74 -1.84
H 0.33 2.31 -1.82
*
```

For each atom in turn, the Mulliken charge in e is: O -0.6446; H 0.3466; H 0.3977; O -0.6213; H 0.2600; H 0.2919; O -0.5099; H 0.2673; H 0.2283; O -0.6700; H 0.2821; H 0.3583; O -0.5969; H 0.2918; H 0.3038; O -0.7234; H 0.2924; H 0.3701; O -0.6045; H 0.3021; H 0.2988; O -0.6497; H 0.3031; H 0.4273; O -0.6346; H 0.3060; H 0.3638; O -0.6732; H 0.3190; H 0.3311; O -0.7089; H 0.3853; H 0.3100


No. 4
# C42H51InN6O4Sb

A structure of composition C42H51InN6O4Sb at a distorted geometry (ωB97M-V/def2-TZVPD, the Open Molecules 2025 dataset).

Calculated values
relative energy (zero: lowest compared OMol25 entry of this formula, charge and spin): 30.8 kcal/mol
HOMO-LUMO gap: 7.4 eV
LUMO: -3.068 eV

The geometry in ORCA input format:
```
! wB97M-V def2-TZVPD RIJCOSX def2/J DEFGRID3
* xyz 1 1
In 0.03 -0.09 -0.50
N -1.52 -2.19 -0.95
C -2.11 -2.18 -2.22
C -3.10 -3.06 -2.59
C -3.59 -3.11 -3.90
C -3.08 -2.27 -4.86
C -2.14 -1.28 -4.51
C -1.65 -0.33 -5.43
C -0.80 0.65 -4.99
C -0.42 0.67 -3.64
N -0.83 -0.23 -2.78
C -1.67 -1.21 -3.17
H -0.54 -2.47 -1.05
H -2.00 -2.84 -0.33
H -3.48 -3.77 -1.86
H -4.34 -3.83 -4.16
H -3.39 -2.35 -5.89
H -1.97 -0.38 -6.46
H -0.42 1.40 -5.66
H 0.22 1.45 -3.26
O 1.18 3.91 -0.76
C 0.90 2.76 -1.01
O -0.20 2.16 -0.77
C 2.00 1.81 -1.65
O 2.74 2.24 -2.51
O 2.02 0.63 -1.15
C -2.50 -1.58 2.85
C -2.06 -0.66 3.95
C -2.24 -1.01 5.28
C -1.87 -0.16 6.30
C -1.30 1.07 6.00
C -1.11 1.43 4.68
C -1.49 0.58 3.66
Sb -1.32 1.32 1.62
C -3.35 1.36 0.92
C -3.56 0.94 -0.38
C -4.84 0.92 -0.91
C -5.91 1.32 -0.13
C -5.69 1.76 1.16
C -4.42 1.79 1.72
C -4.23 2.26 3.12
C -0.76 3.36 1.90
C -1.67 4.34 1.54
C -1.31 5.67 1.58
C -0.02 6.02 1.94
C 0.90 5.03 2.27
C 0.55 3.69 2.24
C 1.59 2.65 2.50
H -2.68 -2.58 3.25
H -1.74 -1.64 2.07
H -3.42 -1.22 2.41
H -2.70 -1.96 5.51
H -2.03 -0.45 7.33
H -1.01 1.74 6.80
H -0.68 2.40 4.45
H -2.71 0.64 -0.99
H -4.99 0.60 -1.93
H -6.91 1.30 -0.53
H -6.53 2.09 1.76
H -5.04 2.92 3.42
H -3.28 2.80 3.24
H -4.22 1.41 3.81
H -2.67 4.06 1.22
H -2.02 6.43 1.31
H 0.28 7.05 1.96
H 1.91 5.30 2.53
H 2.27 2.98 3.28
H 2.18 2.50 1.59
H 1.15 1.69 2.78
C 4.15 -0.04 2.72
C 3.20 -1.21 2.50
C 3.95 -2.31 1.73
C 2.69 -1.72 3.85
N 2.06 -0.68 1.74
N 1.14 -1.66 1.27
H 4.99 -0.34 3.34
H 3.62 0.77 3.22
H 4.54 0.33 1.77
H 4.91 -2.51 2.20
H 4.14 -1.98 0.71
H 3.40 -3.25 1.70
H 3.53 -1.96 4.50
H 2.08 -2.61 3.75
H 2.10 -0.94 4.33
H 2.41 -0.20 0.91
H 0.67 -2.05 2.09
H 1.61 -2.43 0.78
N 1.20 -2.06 -1.69
C 2.05 -1.84 -2.44
N 3.00 -1.65 -3.28
C 2.73 -1.22 -4.64
C 2.98 -2.39 -5.59
C 4.39 -2.94 -5.41
C 4.65 -3.31 -3.94
C 4.36 -2.11 -3.04
H 3.41 -0.38 -4.87
H 1.70 -0.86 -4.71
H 2.84 -2.05 -6.62
H 2.24 -3.18 -5.39
H 5.12 -2.19 -5.73
H 4.52 -3.83 -6.03
H 5.69 -3.60 -3.81
H 4.02 -4.15 -3.65
H 5.04 -1.29 -3.28
H 4.47 -2.37 -1.99
*
```

Atom charges from the Mulliken analysis, given in e for atoms 1 to 99: In 1.9669; N 0.1626; C -0.1048; C -0.7843; C -0.8731; C -0.8929; C 0.7398; C -0.8861; C -1.1983; C -0.6674; N 1.0875; C 0.4544; H 0.3616; H 0.2837; H 0.4359; H 0.4408; H 0.4651; H 0.5014; H 0.6043; H 0.3646; O -0.6062; C 0.4647; O -0.5440; C 0.1120; O -0.6626; O -0.5164; C -0.9243; C 0.2020; C -0.8891; C -0.8022; C -0.9666; C -0.2613; C 1.7742; Sb 0.0249; C 0.3824; C -0.8786; C -0.7948; C -0.8520; C -0.7545; C 1.2236; C -1.0955; C 1.4576; C -1.0247; C -0.8977; C -0.8571; C -0.6989; C 0.8110; C -1.4763; H 0.5137; H -0.2429; H 0.3003; H 0.4432; H 0.4177; H 0.4798; H 0.4100; H 0.3356; H 0.5506; H 0.4032; H 0.4734; H 0.5498; H 0.0523; H 0.2679; H 0.4005; H 0.4453; H 0.4023; H 0.4734; H 0.6859; H 0.3591; H 0.0846; C -1.5471; C 1.5192; C -1.9578; C -1.8535; N 0.3696; N -0.4793; H 0.4947; H 0.2451; H 0.3856; H 0.5298; H 0.3304; H 0.3734; H 0.4809; H 0.3953; H 0.3255; H -0.0327; H 0.2091; H 0.1887; N -0.9402; C 0.4782; N 0.0325; C -0.0187; C -0.6681; C -0.7204; C -0.6569; C -0.3319; H 0.3300; H -0.1847; H 0.3976; H 0.2829


No. 5
# C4H7ClOS

The molecule C4H7ClOS at a distorted geometry (ωB97M-V/def2-TZVPD, the Open Molecules 2025 dataset).

Calculated values
relative energy (zero: lowest compared OMol25 entry of this formula, charge and spin): 76.5 kcal/mol
HOMO-LUMO gap (alpha / beta): 7.4 / 8.7 eV
LUMO (alpha / beta): -0.838 / -0.160 eV

The geometry in ORCA input format:
```
! wB97M-V def2-TZVPD RIJCOSX def2/J DEFGRID3
* xyz 0 1
C -0.15 -0.76 -1.47
C 0.13 0.91 1.89
C 0.13 -0.80 -0.02
C -0.48 0.48 0.50
O 0.67 -0.49 -4.07
S 1.37 -0.53 -2.75
Cl -1.71 -0.97 -2.14
H 1.11 0.39 2.09
H 0.17 1.97 2.09
H -0.46 0.43 2.66
H -0.33 -1.62 0.37
H 1.24 -0.87 0.35
H -1.50 0.65 0.60
H -0.20 1.21 -0.12
*
```

For each atom in turn, the Mulliken charge in e is: C -0.0434; C -1.1547; C -0.4180; C -0.6535; O -0.4638; S 0.3396; Cl -0.1024; H 0.2895; H 0.3436; H 0.3085; H 0.3089; H 0.3275; H 0.4503; H 0.4681